Entry from the Open Molecules 2025 dataset: a cluster of 2 separate species, C23H24O5 in total (ωB97M-V/def2-TZVPD).

The geometry in XYZ format:
```
52
Properties=species:S:1:pos:R:3:forces:R:3
C 1.044 2.953 -2.653 0.2 1.0 0.4
C 0.200 1.724 -2.717 -1.4 1.0 -0.1
C -1.223 1.755 -2.771 -1.0 0.4 0.1
C -1.907 0.430 -2.860 0.0 -0.4 -0.1
C -3.418 0.548 -3.079 0.2 0.1 -0.1
C -3.927 1.727 -2.264 -0.2 -0.3 0.2
O -3.372 2.957 -2.709 0.5 0.2 -0.2
C -1.991 2.984 -2.784 2.0 -0.3 -0.2
O -1.398 4.054 -2.883 -2.0 0.7 0.0
O 0.782 0.645 -2.725 1.2 -2.1 0.2
H 0.454 3.850 -2.471 0.3 -0.2 -0.1
H 1.780 2.851 -1.855 0.2 -0.3 0.0
H 1.587 3.080 -3.590 0.0 -0.1 -0.1
H -1.433 -0.143 -3.666 -0.1 -0.1 0.1
H -1.700 -0.132 -1.943 -0.1 -0.3 0.1
H -3.623 0.736 -4.139 0.0 0.1 0.1
H -3.948 -0.382 -2.824 0.1 0.2 0.1
H -5.019 1.825 -2.299 0.2 0.1 -0.1
H -3.641 1.618 -1.210 -0.1 -0.2 0.0
C 3.018 -4.164 -3.028 -0.3 -0.6 -0.2
O 3.696 -2.961 -2.756 -0.5 1.6 1.9
C 3.229 -2.280 -1.638 0.4 0.0 -1.0
C 3.654 -0.954 -1.454 0.3 -0.3 -0.5
C 3.184 -0.195 -0.420 -0.1 -0.1 -0.1
C 2.249 -0.718 0.501 -0.2 0.2 0.6
C 1.716 0.128 1.501 -0.1 -0.7 -0.5
C 0.590 -0.086 2.330 -0.2 -0.1 -0.1
C 0.389 0.784 3.428 -0.3 -0.3 0.1
C -0.630 0.553 4.310 -0.5 -0.6 0.0
C -1.504 -0.545 4.149 0.2 0.5 0.7
O -2.416 -0.658 5.191 1.1 -0.2 -2.2
C -2.111 0.362 6.151 0.1 0.3 0.8
C -1.038 1.283 5.544 0.1 0.6 0.2
C -1.369 -1.358 3.018 -0.9 -0.2 0.8
C -0.366 -1.114 2.120 0.3 0.5 0.0
C 1.905 -2.083 0.370 0.1 0.1 -0.1
C 2.361 -2.829 -0.678 0.1 -0.4 -0.4
H 3.384 -4.567 -3.973 0.1 0.2 0.1
H 3.205 -4.889 -2.236 0.0 -0.2 0.0
H 1.949 -3.969 -3.117 -0.1 -0.1 0.0
H 4.330 -0.534 -2.177 0.1 0.1 -0.2
H 3.498 0.829 -0.315 0.0 0.2 -0.1
H 2.240 1.057 1.653 0.1 0.3 0.0
H 1.048 1.620 3.570 0.3 0.2 0.1
H -3.037 0.894 6.409 0.2 -0.2 -0.2
H -1.753 -0.143 7.057 0.0 0.1 -0.2
H -0.184 1.444 6.213 -0.3 0.0 0.0
H -1.455 2.262 5.282 0.1 -0.1 0.1
H -2.058 -2.168 2.864 -0.2 -0.1 -0.1
H -0.350 -1.662 1.195 -0.1 -0.1 0.0
H 1.326 -2.561 1.139 0.0 -0.1 0.0
H 2.053 -3.855 -0.761 0.0 -0.2 0.1
```
Positions in Å, forces in eV/Å.

The total charge is 0. The LUMO energy is -2.84 eV. Its HOMO-LUMO gap is 0.09847 Eh. For the total energy, the calculation gives -34473.97744 eV. The energy above the lowest of the compared OMol25 structures with the same formula, charge and spin comes out at 394.4 kJ/mol. Its HOMO energy is -5.52 eV.

The computed natural (NBO) charges, all in e, follow: C -0.708; C 0.513; C -0.394; C -0.404; C -0.426; C -0.063; O -0.527; C 0.748; O -0.672; O -0.720; H 0.266; H 0.182; H 0.216; H 0.213; H 0.178; H 0.203; H 0.198; H 0.182; H 0.158; C -0.258; O -0.458; C 0.406; C -0.235; C -0.096; C -0.084; C 0.072; C -0.178; C -0.097; C -0.115; C 0.460; O -0.471; C -0.066; C -0.457; C -0.302; C -0.104; C -0.121; C -0.309; H 0.212; H 0.174; H 0.192; H 0.244; H 0.229; H 0.214; H 0.222; H 0.203; H 0.190; H 0.234; H 0.234; H 0.238; H 0.233; H 0.219; H 0.231


Entry from the Open Molecules 2025 dataset: a structure of composition C23H25AuF3NO4S (ωB97M-V/def2-TZVPD).

The geometry in XYZ format:
```
58
Properties=species:S:1:pos:R:3:forces:R:3
C 2.213 -0.203 2.432 0.8 -3.1 -1.8
C 2.412 -0.972 1.269 -0.2 0.4 2.5
C 2.251 -0.096 0.147 1.3 1.4 0.3
H 2.745 -2.012 1.252 -0.4 0.4 -0.1
C 2.169 1.218 0.662 -1.4 0.0 -0.6
C 1.965 1.136 2.057 1.5 1.1 -1.5
H 2.104 2.132 0.080 0.0 -0.2 0.1
C -1.244 -2.066 3.078 -2.3 1.8 -0.3
C -0.241 -2.911 2.546 1.0 -0.5 -0.5
C -0.433 -2.997 1.146 -0.7 -0.7 -0.3
H 0.597 -3.328 3.152 -0.9 0.2 -0.8
C -1.574 -2.219 0.792 2.1 -1.7 -0.1
C -2.061 -1.628 2.018 0.2 0.0 2.0
H 2.456 -0.370 -0.876 -0.2 0.1 -0.2
H 1.837 1.995 2.695 0.0 -0.2 0.1
H 2.215 -0.623 3.410 0.2 0.0 0.5
H -2.912 -0.935 2.102 0.6 -0.5 0.0
H 0.036 -3.767 0.526 0.1 0.7 0.1
H -1.314 -1.702 4.123 0.0 -0.5 -1.0
Au -1.637 2.029 0.159 1.2 0.8 3.4
C -2.030 -1.941 -0.640 -0.3 0.2 0.9
C -3.556 -2.035 -0.626 -1.0 -0.3 -0.1
C -1.482 -2.916 -1.630 -0.1 -0.2 -0.1
H -3.838 -3.089 -0.471 0.4 0.2 0.1
H -4.041 -1.802 -1.571 0.2 0.3 -0.3
H -4.128 -1.515 0.154 0.6 0.3 -0.1
H -1.774 -3.940 -1.458 -0.2 -0.3 0.2
H -0.417 -2.864 -1.622 0.8 -0.1 -0.2
H -1.845 -2.607 -2.590 -0.1 0.0 -0.8
C -1.311 -0.552 -0.898 0.3 1.7 1.7
C -1.786 0.725 -1.716 -1.6 -1.2 1.0
H -0.216 -0.669 -0.945 -0.4 -0.3 -0.5
H -1.437 -0.188 0.176 0.4 0.0 -1.3
O -2.891 1.196 -1.193 1.1 -0.5 -3.3
N -1.133 1.224 -2.951 -2.4 1.8 2.9
C -0.149 2.357 -2.554 0.2 -0.3 0.8
H -1.903 1.673 -3.442 -0.2 0.1 -0.1
C 1.176 1.804 -2.974 1.0 -0.6 0.4
C 2.375 2.438 -2.628 -0.1 -0.2 -0.4
H 2.330 3.374 -2.070 0.2 -0.1 -0.2
C 3.596 1.873 -3.007 -0.1 0.0 -0.1
H 4.524 2.410 -2.807 -0.2 -0.2 0.1
C 3.632 0.649 -3.686 -0.2 0.1 -0.3
H 4.583 0.236 -4.028 -0.2 0.1 0.2
C 2.437 -0.003 -4.017 0.2 0.5 0.1
H 2.434 -0.924 -4.606 0.1 0.3 0.3
C 1.221 0.573 -3.650 0.2 0.0 -0.1
H 0.274 0.082 -3.890 0.8 0.1 0.0
H -0.261 2.548 -1.421 0.7 -0.5 -1.3
H -0.250 3.429 -2.903 -0.8 -1.5 -0.5
F -0.539 2.097 6.027 -0.3 0.4 -1.4
C -0.626 2.596 4.760 0.1 -0.3 0.3
F -1.654 3.466 4.702 0.7 -0.5 0.1
F 0.522 3.242 4.506 -0.4 0.0 0.2
S -0.838 1.253 3.445 -0.4 -0.5 0.0
O 0.171 0.246 3.701 -1.0 1.4 0.6
O -2.207 0.811 3.546 0.3 0.7 0.1
O -0.550 2.064 2.208 -0.8 0.1 -0.3
```
Positions in Å, forces in eV/Å.

Its expectation value of S² is 2.04. The total charge is 0. The LUMO energy (spin up / spin down) is -1.18 / -1.35 eV. As for the spin multiplicity: 3. Its HOMO-LUMO gap (spin up / spin down) is 0.23062 / 0.22200 Eh. For the total energy, the calculation gives -56608.09533 eV. The energy above the lowest of the compared OMol25 structures with the same formula, charge and spin comes out at 231.2 kJ/mol. Its HOMO energy (spin up / spin down) is -7.46 / -7.39 eV.

The computed natural (NBO) charges, all in e, follow: C -0.235; C -0.282; C -0.133; H 0.214; C -0.406; C -0.033; H 0.203; C -0.228; C -0.063; C -0.396; H 0.215; C 0.105; C -0.299; H 0.209; H 0.217; H 0.225; H 0.238; H 0.218; H 0.241; Au 0.924; C -0.065; C -0.619; C -0.600; H 0.226; H 0.211; H 0.230; H 0.220; H 0.215; H 0.206; C -0.534; C 0.660; H 0.264; H 0.242; O -0.661; N -0.664; C -0.230; H 0.396; C -0.092; C -0.198; H 0.212; C -0.201; H 0.221; C -0.210; H 0.219; C -0.228; H 0.218; C -0.162; H 0.231; H 0.164; H 0.241; F -0.317; C 0.722; F -0.314; F -0.320; S 2.331; O -0.935; O -0.952; O -1.059


Entry from the Open Molecules 2025 dataset: a structure of composition C23H25AuN4O5 (ωB97M-V/def2-TZVPD).

The geometry in XYZ format:
```
58
Properties=species:S:1:pos:R:3:forces:R:3
Au 0.240 0.157 -0.432 -0.4 0.2 0.1
C 0.076 2.582 3.097 -0.1 0.0 -0.1
C -1.049 3.367 2.890 0.0 0.0 0.0
C -1.888 3.098 1.820 -0.1 -0.1 -0.1
C -1.575 2.059 0.956 0.1 0.1 0.3
N -0.480 1.317 1.176 0.1 0.1 -0.1
C 0.325 1.553 2.208 0.0 0.0 0.2
C -2.369 1.684 -0.233 -0.2 -0.1 -0.2
C -3.571 2.282 -0.580 0.1 0.0 0.1
C -4.238 1.853 -1.718 0.0 0.0 0.0
C -3.702 0.822 -2.472 0.0 0.0 0.0
C -2.498 0.269 -2.068 -0.1 0.0 -0.1
N -1.855 0.697 -0.987 0.3 -0.1 0.0
H 0.751 2.759 3.920 0.0 0.0 0.0
H -1.275 4.185 3.561 0.0 0.0 0.0
H -2.773 3.695 1.658 0.0 0.0 0.0
H 1.171 0.888 2.315 0.0 0.0 0.0
H -3.984 3.074 0.026 0.0 0.0 0.0
H -5.167 2.324 -2.007 0.0 0.0 0.0
H -4.198 0.452 -3.357 0.0 0.0 0.0
H -2.031 -0.535 -2.621 0.0 0.0 0.0
C -1.385 -3.717 1.671 -0.1 0.0 0.1
N 0.059 -3.875 1.631 0.0 0.1 -0.1
C 0.582 -5.001 2.389 -0.1 -0.2 0.1
C 0.815 -2.821 1.234 -0.2 -0.4 0.1
O 0.295 -1.686 1.142 0.4 0.1 -0.1
N 2.131 -3.069 0.971 -0.1 0.3 0.1
C 2.614 -4.314 0.399 0.1 0.0 -0.1
C 3.062 -1.963 0.907 -0.1 0.0 0.0
H -1.850 -4.680 1.462 0.0 0.0 0.0
H -1.700 -2.987 0.933 0.0 0.0 0.0
H -1.723 -3.382 2.656 0.0 0.0 0.0
H 0.012 -5.101 3.314 0.0 0.1 0.0
H 1.624 -4.845 2.652 0.0 0.0 0.0
H 0.482 -5.940 1.839 0.0 0.0 0.0
H 1.793 -4.997 0.211 0.0 0.0 0.0
H 3.344 -4.797 1.052 0.0 0.0 0.0
H 3.105 -4.101 -0.555 0.0 0.0 0.0
H 2.695 -1.132 1.501 0.0 0.0 0.0
H 3.206 -1.622 -0.121 0.0 0.0 -0.1
H 4.026 -2.286 1.303 0.0 0.0 0.0
O 1.576 -0.294 -2.151 0.1 -0.1 -0.3
C 2.468 0.501 -1.740 -0.5 0.0 0.7
O 2.348 1.086 -0.635 0.6 0.1 -0.3
C 3.694 0.739 -2.560 0.0 -0.3 -0.4
C 4.648 1.685 -2.086 0.3 0.1 -0.1
C 5.820 1.948 -2.756 0.0 0.2 0.2
C 6.017 1.227 -3.922 0.1 -0.1 -0.1
O 7.046 1.251 -4.747 -0.1 0.1 0.3
C 6.778 0.335 -5.801 0.4 -0.2 -0.6
O 5.510 -0.247 -5.528 -0.3 0.0 0.2
C 5.055 0.289 -4.406 0.3 0.0 -0.1
C 3.876 0.032 -3.733 -0.4 0.0 0.2
H 4.418 2.199 -1.162 0.0 0.0 0.0
H 6.547 2.666 -2.403 0.0 0.0 0.0
H 7.545 -0.440 -5.829 -0.1 0.0 0.2
H 6.749 0.863 -6.756 -0.1 0.1 0.1
H 3.136 -0.672 -4.088 0.0 0.0 0.0
```
Positions in Å, forces in eV/Å.

Its expectation value of S² is 2.02. The total charge is +2. The LUMO energy (spin up / spin down) is -5.65 / -8.94 eV. As for the spin multiplicity: 3. Its HOMO-LUMO gap (spin up / spin down) is 0.28523 / 0.16428 Eh. For the total energy, the calculation gives -44131.27943 eV. Its HOMO energy (spin up / spin down) is -13.41 / -13.41 eV.

The computed natural (NBO) charges, all in e, follow: Au 1.309; C -0.224; C -0.114; C -0.199; C 0.169; N -0.468; C 0.088; C 0.166; C -0.198; C -0.119; C -0.224; C 0.081; N -0.500; H 0.253; H 0.249; H 0.240; H 0.231; H 0.239; H 0.249; H 0.253; H 0.223; C -0.404; N -0.428; C -0.414; C 0.813; O -0.789; N -0.445; C -0.409; C -0.398; H 0.212; H 0.221; H 0.202; H 0.216; H 0.220; H 0.207; H 0.227; H 0.208; H 0.200; H 0.219; H 0.174; H 0.214; O -0.708; C 0.738; O -0.692; C -0.056; C -0.060; C -0.265; C 0.351; O -0.347; C 0.203; O -0.361; C 0.401; C -0.240; H 0.270; H 0.275; H 0.230; H 0.231; H 0.283